Molecular formula: C27H34N5S3SiTc
Method: DFT, ωB97M-V/def2-TZVPD

Computed properties:
multiplicity = 4
HOMO level (spin up / spin down) = -9.7 / -10.3 eV
energy above the lowest of the compared OMol25 structures with the same formula, charge and spin = 80.6 kJ/mol
maximum force = 0.88 eV/Å
total charge = +1
Kohn-Sham gap (spin up / spin down) = 7.5 / 6.3 eV
E_LUMO (spin up / spin down) = -0.0809 / -0.1453 Ha

Each line ends with the Löwdin charge.
CARTESIAN COORDINATES (ANGSTROEM)
Tc -0.836 -0.317 0.272  1.146
C 1.316 -0.997 2.580  -0.067
N 1.231 -1.163 1.108  -0.233
C 0.966 -2.576 0.734  -0.191
C 0.775 -2.633 -0.771  -0.137
N -0.522 -2.023 -1.177  -0.256
C -1.614 -3.010 -0.983  -0.069
C -0.410 -1.631 -2.584  -0.293
C -0.510 -2.566 -3.606  -0.020
C -0.355 -2.187 -4.930  -0.059
C -0.088 -0.863 -5.247  -0.063
C 0.017 0.076 -4.238  -0.096
C -0.154 -0.296 -2.902  -0.570
S -0.134 0.964 -1.676  0.626
C 2.538 -0.750 0.568  -0.291
C 3.627 -1.615 0.605  -0.033
C 4.855 -1.252 0.076  -0.056
C 5.019 0.000 -0.499  -0.065
C 3.967 0.893 -0.486  -0.095
C 2.733 0.542 0.073  -0.614
S 1.513 1.761 0.223  0.671
H 2.237 -1.438 2.968  0.104
H 0.468 -1.469 3.066  0.038
H 1.317 0.068 2.813  0.090
H 0.074 -2.915 1.259  0.075
H 1.776 -3.239 1.036  0.116
H 0.835 -3.661 -1.140  0.140
H 1.578 -2.068 -1.242  0.133
H -1.349 -3.985 -1.398  0.091
H -2.520 -2.652 -1.466  0.095
H -1.817 -3.143 0.077  0.044
H -0.702 -3.608 -3.386  0.114
H -0.440 -2.930 -5.712  0.112
H 0.030 -0.562 -6.280  0.114
H 0.218 1.116 -4.462  0.109
H 3.545 -2.592 1.062  0.112
H 5.683 -1.946 0.121  0.112
H 5.967 0.279 -0.941  0.113
H 4.082 1.892 -0.884  0.105
C -1.741 -1.671 5.954  -0.173
Si -2.971 -0.355 5.414  0.531
C -4.557 -1.153 4.786  -0.180
C -3.357 0.808 6.841  -0.181
C -2.190 0.721 4.047  -0.228
C -1.981 2.086 4.225  -0.048
C -1.440 2.878 3.216  -0.033
C -1.083 2.284 2.027  -0.149
N -1.247 0.967 1.831  -0.180
C -1.804 0.208 2.806  -0.738
S -1.975 -1.434 2.245  0.667
H -2.169 -2.266 6.765  0.037
H -0.814 -1.229 6.324  0.036
H -1.495 -2.354 5.140  0.010
H -5.051 -1.663 5.617  0.037
H -4.359 -1.897 4.014  0.004
H -5.264 -0.422 4.387  0.032
H -3.789 0.234 7.663  0.038
H -4.078 1.580 6.564  0.038
H -2.458 1.296 7.223  0.037
H -2.266 2.551 5.162  0.102
H -1.297 3.941 3.349  0.115
H -0.673 2.851 1.206  0.072
N -3.820 0.292 0.373  0.010
C -4.949 0.496 -0.318  -0.048
C -4.634 0.367 -1.653  -0.024
C -3.267 0.096 -1.676  -0.132
N -2.777 0.047 -0.435  -0.153
H -3.712 0.239 1.373  0.103
H -5.883 0.688 0.182  0.132
H -5.287 0.469 -2.502  0.110
H -2.635 -0.049 -2.536  0.099